1.
Formula: C37H35IN2O4PTa
Source: the Open Molecules 2025 dataset
Level of theory: wB97M-V/def2-TZVPD

Structure (XYZ):
```
81
Properties=species:S:1:pos:R:3
Ta -0.12779 0.19219 0.53549
I -1.89984 2.35580 1.64269
P 0.47233 -0.19223 3.08557
O -1.41883 -0.14737 -0.99335
O -2.20155 -0.75663 0.91940
O 2.86369 4.30409 -2.86719
O 1.73056 0.24274 0.26710
N 0.15008 2.07675 -0.72058
N 5.13440 1.16207 -0.29597
C 3.31412 0.25325 3.43249
C 0.63266 -1.96564 3.12427
C 0.92391 -4.00402 1.92037
C -2.40491 -0.68571 -0.31068
C 0.77726 -2.64847 4.33717
C -3.23697 3.64192 -0.75741
C 4.19187 2.49201 3.01525
C 2.02625 0.74460 3.17362
C -2.00034 0.08011 4.12987
C 1.84602 2.09451 2.85087
C -1.13085 3.15522 -2.52705
C 4.29812 -0.98947 0.45631
C 1.01411 -4.00622 4.33223
C -3.32304 4.04935 -2.08382
C -0.26212 0.88230 5.63472
C 4.96052 2.39658 -0.78268
C -1.02524 2.74995 -1.20353
C 1.16112 1.09603 6.07471
C 3.73022 2.97003 -1.03625
C -2.61513 1.00026 6.24373
C 4.08661 0.42077 0.01332
C 0.30202 -1.98339 0.57385
C 3.63449 -1.15101 3.86928
C 4.37439 1.15771 3.33640
C -0.64848 0.33449 4.39983
C 1.26425 2.68866 -0.98883
C -2.98395 0.41099 5.04303
C 2.79782 0.95977 -0.13234
C 2.59404 2.20790 -0.69249
C 1.11368 -4.67578 3.11399
C 3.61930 4.33849 -1.66328
C 0.65020 -2.63273 1.90180
C -2.08708 2.99527 -0.34226
C -3.62946 -1.12658 -1.00565
C -2.27606 3.80743 -2.95891
C -1.27845 1.21779 6.52922
C 2.91305 2.97180 2.77707
H -2.35144 4.11941 -3.99104
H -0.32492 2.94340 -3.21840
H 3.10115 5.02717 -0.99174
H 5.87027 2.94161 -1.00714
H 1.31420 -5.73858 3.09964
H 2.74520 4.01630 2.55057
H 3.55084 -1.30499 1.18121
H 3.17621 -1.91775 3.24805
H -4.27741 -1.67492 -0.32879
H 0.95793 -4.55097 0.98666
H 4.71171 -1.30217 3.85372
H -0.57782 -2.50740 0.19182
H -1.00332 1.64322 7.48562
H -4.14558 -0.23954 -1.38070
H 1.10665 -2.18003 -0.14005
H 0.84427 2.48235 2.69166
H 4.22502 -1.65752 -0.40500
H 1.19222 1.20988 7.15646
H 5.37573 0.79422 3.53056
H 5.29515 -1.09153 0.87748
H 0.70531 -2.11108 5.27516
H -3.36901 1.26920 6.97099
H 1.80457 0.25652 5.81431
H 1.12446 -4.54487 5.26292
H -2.28199 -0.41387 3.20671
H 3.44908 4.13168 -3.61164
H -4.04974 3.83178 -0.07049
H 1.19897 3.64121 -1.50671
H -4.21518 4.55405 -2.42706
H 4.61883 4.74592 -1.82252
H -3.35903 -1.73216 -1.87036
H 5.04530 3.15434 2.96308
H -4.02192 0.19957 4.82739
H 3.29760 -1.32190 4.89392
H 1.59658 1.99320 5.63310
```

Output
* HOMO level: -14.107 eV
* lowest unoccupied orbital energy: -6.880 eV
* charge: +2
* multiplicity: 1
* energy above the lowest of the compared OMol25 structures with the same formula, charge and spin: 21.7 kJ/mol

Here are the Mulliken charges for atoms 1 to 2, given in e: atom 1 (Ta): 0.98, atom 2 (I): 0.45



2.
Formula: C37H35IN9OS2Ti
Source: the Open Molecules 2025 dataset
Level of theory: wB97M-V/def2-TZVPD

Structure (XYZ):
```
86
Properties=species:S:1:pos:R:3
I -5.15401 -2.80594 -2.13973
Ti 0.42366 -0.29056 -0.29104
S 1.49960 -0.16775 -2.65903
S -0.71382 -1.86582 1.61692
O 1.39153 -1.88264 -0.27315
N 0.46952 1.68883 -1.23429
N -0.70202 0.79374 1.18106
N -2.23787 1.14970 -0.96815
N -1.21480 -1.36208 -1.51892
N -1.90000 0.98268 1.37475
N 1.57742 -3.38411 1.44940
N 0.57798 -3.22862 3.46983
N 1.90508 0.55305 0.73411
N -1.34832 -1.22056 -2.84962
C 3.40649 2.45380 0.37488
C -4.46058 1.12617 -1.84457
C -4.10167 0.80750 0.49169
C 1.60582 -4.14474 4.00052
C 0.57025 -2.86735 2.19498
C 4.54994 2.99544 -0.19315
C 5.15189 0.83058 -1.03918
C 4.01113 0.28649 -0.46620
C 0.58451 1.49314 4.60570
C -2.38013 -1.88935 -1.11553
C 0.62029 4.04402 -1.47474
C 1.71498 2.60201 -3.04572
C -1.64233 -3.72144 4.46773
C 0.17452 2.92968 -0.81458
C 4.06740 -4.02614 -2.60524
C -0.44020 -2.79057 4.43441
C -2.75047 0.95537 0.23313
C 1.52439 0.92456 2.01371
C -2.53352 -1.63531 -3.29474
C -3.08198 1.25643 -1.98703
C 4.34013 -5.59318 -0.79972
C 1.41358 3.87364 -2.61210
C 2.82998 -3.38420 4.48062
C 5.42390 2.18620 -0.91168
C 4.65425 -5.17206 -2.08634
C 3.44248 -4.87094 -0.03278
C 1.86466 -2.96395 0.26130
C -0.31128 1.25810 3.59755
C -3.24075 -2.07573 -2.19501
C 0.15923 0.98773 2.30794
C 3.15950 -3.30811 -1.84147
C 3.12848 1.09792 0.22852
C 2.84329 -3.72695 -0.55246
C 1.96172 1.47200 4.32149
C 2.42627 1.20509 3.05829
C 1.21677 1.51784 -2.32296
C -4.97425 0.87422 -0.58352
H 3.80598 -0.77331 -0.55212
H -5.10884 1.22893 -2.70420
H 0.04737 -2.75405 5.40860
H 1.14222 -4.69827 4.81675
H 2.71563 3.08791 0.91853
H -2.22133 -3.63423 3.54777
H 2.32873 2.41748 -3.91589
H 3.20018 -5.18296 0.97455
H 5.35898 -5.73749 -2.68303
H 0.35744 5.02714 -1.11139
H -1.32960 -4.76126 4.57973
H 4.79840 -6.48577 -0.39488
H 2.58680 -2.71876 5.31164
H 2.67236 1.66903 5.11479
H -0.74446 -1.77964 4.17417
H -2.64120 1.45388 -2.95769
H 4.75825 4.05148 -0.07182
H 3.48769 1.17050 2.85511
H 2.69379 -2.42441 -2.24325
H 1.79665 4.73647 -3.14273
H 1.87703 -4.84682 3.21914
H -2.55604 -2.13477 -0.08346
H -2.79018 -1.61118 -4.34168
H 0.23903 1.68895 5.61167
H -0.54885 -0.83753 -3.34864
H -0.44707 3.00968 0.06598
H 6.31077 2.60953 -1.36611
H 4.31457 -3.69259 -3.60495
H -4.43970 0.64522 1.50697
H -6.03777 0.73974 -0.43509
H -1.37707 1.26738 3.77345
H 5.83114 0.18812 -1.58581
H 3.24538 -2.78836 3.66696
H 3.59462 -4.08378 4.82106
H -2.28874 -3.47019 5.30938
```

Output
* HOMO level: -10.066 eV
* lowest unoccupied orbital energy: -3.871 eV
* charge: +1
* multiplicity: 1
* energy above the lowest of the compared OMol25 structures with the same formula, charge and spin: 75.2 kJ/mol

Here are the Mulliken charges for atoms 1 to 2, given in e: atom 1 (I): 0.16, atom 2 (Ti): -0.78



3.
Formula: C37H36N4O4P2PbS5
Source: the Open Molecules 2025 dataset
Level of theory: wB97M-V/def2-TZVPD

Structure (XYZ):
```
89
Properties=species:S:1:pos:R:3
Pb -1.52509 1.09798 -0.18265
S -4.36749 0.44768 -3.12805
S -3.78349 -0.25982 -1.40385
S -2.77009 3.13108 -1.86835
S -3.74909 2.43968 -3.40345
S -5.31679 -2.86042 4.24455
P 0.55151 -1.36602 -1.85565
P 1.61991 1.48738 -1.82865
O 0.44251 0.80348 1.57055
O -0.62299 -1.00812 -0.99305
O 1.53021 1.53188 3.40025
O 0.15111 1.71748 -1.98375
N -3.81719 -1.47632 8.29905
N -2.83589 -0.13792 1.56735
N -0.99709 3.17218 1.56985
N -0.04419 2.81338 2.53565
C -3.82479 -3.05102 6.53255
C 4.38261 3.24878 -4.23465
C 3.28391 3.98388 1.62395
C 2.63981 2.37938 -5.64925
C 2.52801 2.06698 -3.27785
C 1.97201 1.89138 -4.53995
C 2.25761 4.45388 0.81805
C 0.18991 -1.24692 -3.61665
C 0.63811 1.64848 2.42925
C -0.47569 -0.99982 -6.28645
C 3.81881 2.72448 1.40345
C 1.75941 3.65988 -0.19955
C 1.15851 -1.46802 -4.58965
C -3.89059 0.34648 2.21695
C -5.24259 -1.11842 6.43955
C -3.37899 -2.59492 7.76755
C -1.11349 -0.94572 -3.98335
C 1.99011 -0.28742 -1.47445
C 1.09651 -4.04952 -2.41915
C -1.44789 -0.81082 -5.31755
C -2.52259 -1.42102 1.72415
C 1.89831 -4.59582 0.18305
C 1.48771 -5.33102 -2.07055
C 1.11431 -3.03892 -1.46805
C -4.75809 -2.27832 5.85965
C -4.66869 -0.41612 3.06855
C 3.34241 1.93778 0.36925
C -3.25099 -2.26962 2.53625
C 1.88981 -5.60142 -0.77285
C 2.29721 2.39818 -0.41935
C -4.34079 -1.75762 3.23135
C 3.84031 3.05878 -5.49645
C -4.72629 -0.75672 7.67925
C 3.73041 2.75008 -3.12205
C 1.50901 -3.31502 -0.16325
C 0.81801 -1.34602 -5.92495
C 2.20591 0.27688 3.49975
H -3.45829 -3.97302 6.11205
H -1.85559 3.46728 2.03155
H 1.47661 -6.11862 -2.80935
H 2.22831 2.23638 -6.63655
H 0.96571 4.00238 -0.85265
H -5.52409 0.01698 3.56235
H 1.49251 -2.52292 0.57255
H 2.16211 -1.74722 -4.30445
H 3.68631 4.60518 2.40835
H -0.73149 -0.88632 -7.32735
H 1.87061 5.45008 0.96725
H 0.27551 3.49618 3.21645
H 5.31191 3.78638 -4.11825
H 2.20761 -4.81512 1.19455
H -0.64909 3.92848 0.97925
H -4.13019 1.38308 2.02575
H 1.55961 -1.51972 -6.68805
H 1.48981 -0.51832 3.71965
H 2.18791 -6.60142 -0.50065
H 4.14811 2.89738 -2.13625
H 1.02331 1.38248 -4.63915
H -1.84429 -0.83982 -3.19895
H -6.00019 -0.51902 5.96265
H -5.05829 0.13718 8.18745
H 2.88371 -0.61522 -2.00275
H -1.66659 -1.76892 1.16585
H 0.77201 -3.83652 -3.42585
H -2.46019 -0.56812 -5.60235
H -2.64549 -3.14732 8.33755
H -2.98279 -3.30962 2.61905
H 2.14681 -0.38422 -0.39625
H 2.72731 0.05318 2.56975
H 2.92721 0.38588 4.30605
H 4.62931 2.36208 2.01595
H 4.35211 3.45388 -6.36125
H 3.80921 0.98868 0.15005
```

Output
* HOMO level (spin up / spin down): -13.163 / -13.163 eV
* lowest unoccupied orbital energy (spin up / spin down): -7.509 / -7.450 eV
* charge: +2
* multiplicity: 1

Here are the Mulliken charges for atoms 1 to 2, given in e: atom 1 (Pb): 1.76, atom 2 (S): 0.11



4.
Formula: C37H36N6O5P2Se2Ti
Source: the Open Molecules 2025 dataset
Level of theory: wB97M-V/def2-TZVPD

Structure (XYZ):
```
89
Properties=species:S:1:pos:R:3
Se 0.15578 -2.53599 -0.19452
Se -1.31122 4.10551 1.67841
Ti 2.17198 -1.55542 0.94707
P -1.46966 3.14050 -0.15969
P -1.18041 -0.82422 -0.56887
O 3.50661 0.09739 1.76075
O 2.38854 -3.39212 0.83038
O 1.54818 -1.06363 2.85334
O 4.04463 -1.51619 -0.00929
O 3.75236 -2.36896 2.53657
N 3.11117 -5.76791 2.77324
N 1.23151 0.15840 0.15643
N 2.50862 -4.25885 -0.20465
N 3.16075 -7.31286 -1.50618
N 1.90331 1.32951 0.23867
N 1.12294 2.32272 0.03677
C -0.06847 0.49395 -0.17519
C -2.31029 -1.93088 -2.80825
C 1.94546 -2.01210 3.90183
C -1.62641 -0.82595 -2.29236
C 5.07440 -2.37265 0.58906
C -2.28894 -0.90001 -4.97869
C -1.24728 0.22176 -3.12733
C -3.51340 2.06902 -1.74261
C -0.14850 1.86126 -0.19617
C -2.57123 -0.91204 0.53684
C -3.36829 -0.86323 2.80265
C -3.82929 -1.29526 0.08679
C 2.96874 -5.68197 1.63745
C -2.33852 -0.69918 1.89809
C 0.06338 4.81071 -3.58001
C 1.64228 0.36003 3.19801
C -2.64499 -1.95895 -4.15026
C 5.10005 -2.27475 2.10442
C 4.48607 -0.16462 -0.34022
C -3.06689 2.33145 -0.44618
C 3.00983 0.92064 2.82122
C 3.45022 -2.13716 3.90267
C -3.93490 2.14582 0.62927
C -2.02574 5.88536 -3.05775
C -0.91025 5.75197 -3.87694
C -4.62307 -1.27042 2.35621
C -5.22771 1.69845 0.40866
C -1.19790 4.11352 -1.65178
C 2.80354 -5.43240 0.22642
C -1.58518 0.18248 -4.47156
C -0.07539 3.99412 -2.46473
C 4.53457 0.66073 0.93277
C -4.85159 -1.48328 1.00719
C 2.99630 -6.47652 -0.73763
C -4.80222 1.60468 -1.95945
C -2.16917 5.07240 -1.94766
C -5.66236 1.42948 -0.88326
H 0.70662 3.28441 -2.22734
H -2.55467 -0.92705 -6.02743
H 5.68595 -3.10943 2.49610
H -3.20130 -0.68066 3.85592
H -3.17656 -2.81042 -4.55370
H -5.14535 1.42216 -2.97024
H 0.94014 4.72054 -4.20865
H -3.60379 2.40551 1.62740
H 2.88940 1.94765 2.47757
H -3.03662 5.18542 -1.30668
H -1.35693 -0.39719 2.24452
H 1.47972 -2.95341 3.62101
H -2.57405 -2.77176 -2.17641
H -0.79753 6.39215 -4.74218
H 5.44233 -0.22537 -0.85342
H 5.54237 -1.34272 2.45899
H 3.75522 -2.98480 4.51947
H 3.95153 -1.23560 4.26402
H 1.53226 -1.67135 4.84713
H -5.90553 1.58185 1.24482
H -4.02737 -1.42788 -0.96839
H -1.29805 1.00147 -5.11831
H 3.72165 0.89762 3.64649
H -5.83209 -1.78325 0.66147
H 0.84534 0.84471 2.64138
H 6.03268 -2.08251 0.16262
H -5.42551 -1.41438 3.06801
H 4.83702 -3.37650 0.25749
H 1.44204 0.45439 4.26237
H 4.31254 1.70104 0.70576
H 3.73362 0.21821 -1.01912
H -2.87296 2.26771 -2.59244
H -0.69851 1.07087 -2.74234
H -6.68158 1.10590 -1.05462
H 5.48700 0.59083 1.45987
H -2.78091 6.62750 -3.28116
```

Output
* HOMO level: -12.370 eV
* lowest unoccupied orbital energy: -7.441 eV
* charge: +2
* multiplicity: 1
* energy above the lowest of the compared OMol25 structures with the same formula, charge and spin: 71.4 kJ/mol

Here are the Mulliken charges for atoms 1 to 2, given in e: atom 1 (Se): 0.08, atom 2 (Se): -0.35



5.
Formula: C37H37F3MnO2P2
Source: the Open Molecules 2025 dataset
Level of theory: wB97M-V/def2-TZVPD

Structure (XYZ):
```
82
Properties=species:S:1:pos:R:3
Mn -3.45599 1.56692 3.07741
P 2.56556 2.16885 -1.97680
P 0.63532 0.94076 -3.96410
F -5.87260 0.35846 7.82825
F -3.79073 1.03236 8.01914
F -5.25831 2.25153 6.90361
O -3.95983 1.03367 4.95543
O -4.46788 -1.00083 5.78070
C 4.16345 3.08143 -2.08117
C 0.34733 -0.15397 -7.97259
C -2.98318 -4.02794 4.84940
C -4.90154 0.26329 2.20085
C 0.76524 0.88612 -5.82098
C 2.01100 1.59532 -7.78284
C 1.17420 0.49369 1.48349
C 3.03707 0.56997 -2.70810
C -0.51975 -0.45377 -3.66937
C 2.18603 0.77428 2.41235
C -1.89320 -0.13394 -3.62084
C 0.02190 0.01131 -6.62050
C 6.58353 3.22204 -2.19480
C -2.42450 -2.49252 -3.50820
C -4.39753 0.23487 5.83538
C 1.70681 1.74145 -6.42649
C -3.35035 -3.09605 3.74372
C 5.26301 5.24944 -2.09141
C 4.09128 4.48937 -2.09562
C 2.43591 1.67441 -0.21895
C -4.86222 0.97649 7.16132
C 6.51126 4.61355 -2.12644
C 5.41278 2.45296 -2.18861
C -2.83604 -1.15448 -3.55968
C -1.05921 -2.80115 -3.46803
C 3.27966 1.56378 2.04079
C 3.38451 2.04860 0.73466
C 1.35371 0.62376 -8.55276
C -2.77669 -3.32686 6.21410
C 1.29518 0.93672 0.16277
C -0.29947 -2.57796 4.20820
C -1.92284 -2.07758 6.14015
C -1.02789 -2.76997 2.83130
C 2.21494 0.08811 -3.67064
C -2.51713 -2.63180 2.80348
C -0.94911 -1.75679 5.27992
C -0.10809 -1.77918 -3.50318
H 5.20197 6.33571 -2.06795
H -0.60268 -2.05220 2.11465
H -4.15541 -0.54236 2.02840
H 7.42847 5.20826 -2.11610
H 2.45763 -0.75606 -4.32861
H -3.78518 -4.77648 4.96689
H -0.05338 -3.57510 4.59664
H -5.34165 0.65647 1.27382
H -0.19002 -0.88972 -8.56976
H -0.73756 -3.75998 2.44362
H -5.66218 0.00802 2.95602
H 0.94965 -2.02231 -3.41094
H 0.28299 -0.05475 1.79301
H 4.19581 2.72004 0.45862
H 4.04712 1.82074 2.76706
H -2.33637 -4.06404 6.91096
H -3.16414 -3.29133 -3.48285
H 3.11578 4.97323 -2.11598
H 0.65844 -2.06314 3.99469
H 5.48231 1.37197 -2.28172
H -2.03730 -1.46087 7.04048
H 7.55015 2.71756 -2.26296
H -2.92580 -2.12611 1.92803
H -2.05829 -4.54082 4.58206
H -4.38477 -2.75056 3.83306
H -0.72960 -3.83640 -3.40359
H 3.93736 0.05794 -2.34415
H -3.76180 -3.06668 6.63661
H 1.61488 0.49244 -9.60599
H 2.76248 2.24058 -8.24224
H -0.79763 -0.56000 -6.19022
H -3.90103 -0.90603 -3.55409
H 0.51324 0.73002 -0.56964
H 2.21022 2.50231 -5.82524
H 2.10346 0.39777 3.43420
H -2.20091 0.91497 -3.64121
H -0.49189 -0.76184 5.41013
```

Output
* HOMO level (spin up / spin down): -7.703 / -7.703 eV
* lowest unoccupied orbital energy (spin up / spin down): -1.587 / -1.827 eV
* multiplicity: 6

Here are the Mulliken charges for atoms 1 to 2, given in e: atom 1 (Mn): 0.74, atom 2 (P): 0.14



| no. | total energy (hartree) |
| --- | --- |
| 1 | -2537.086671 |
| 2 | -3942.464208 |
| 3 | -4817.679112 |
| 4 | -8470.760875 |
| 5 | -3715.750375 |